Record 1
17
Properties=species:S:1:pos:R:3:lowdin_charge:R:1 method="wB97M-V/def2-TZVPD" charge=0 fmax_ev_per_a=7.01 e_lumo_ev=0.934
C -1.49207 -1.36395 0.34713 -0.072
C -0.08705 -0.80490 0.15051 -0.302
C 0.83470 -1.28846 0.84588 -0.131
C 2.08454 -0.43469 0.75569 -0.167
C 0.48804 0.55294 -0.27577 -0.351
H -2.17661 -0.84251 1.32144 0.150
H -1.95786 -0.97568 -0.59738 0.040
H -0.93591 -2.62779 0.35849 0.182
H 0.73297 -2.07415 1.54173 0.103
H 2.81445 -0.13804 1.62749 0.116
H 3.09465 -0.88671 0.20880 0.146
H 0.52864 2.28988 -1.12929 0.150
H -2.00651 1.86734 -2.16006 0.101
H -1.93619 2.59229 -0.67712 0.128
N 1.64478 0.95250 0.09066 0.091
N -0.14751 1.45007 -1.17679 -0.105
N -1.48307 1.73184 -1.23141 -0.082

=====

Record 2
161
Properties=species:S:1:pos:R:3:lowdin_charge:R:1 method="wB97M-V/def2-TZVPD" charge=0 fmax_ev_per_a=4.03 e_lumo_ev=0.022
C 11.14400 14.81436 16.93501 -0.057
C 9.59073 15.01070 16.91636 -0.410
C 9.21981 15.85932 15.68018 -0.191
O 7.86249 16.34277 15.66726 -0.193
C 7.35357 16.84827 14.42707 -0.087
N 8.95445 13.69952 16.93488 0.040
H 11.65309 15.77760 16.90196 0.063
H 11.40961 14.40083 15.96210 0.043
H 11.54209 14.19218 17.73658 0.082
H 9.46498 15.56639 17.84561 0.135
H 9.48904 15.22676 14.83432 0.109
H 9.80859 16.77059 15.57520 0.112
H 7.66401 16.20592 13.60299 0.071
H 7.84415 17.81733 14.33565 0.073
H 6.27463 16.96587 14.32628 0.089
H 7.95805 13.78052 17.07880 0.070
H 9.05350 13.25453 16.03362 0.065
C 15.78750 21.72668 16.40993 -0.052
C 14.79602 22.49567 15.51320 -0.369
C 15.46611 23.59234 14.55223 -0.158
O 14.48890 24.37225 13.94121 -0.233
C 15.01965 25.42669 13.16707 -0.090
N 14.00171 21.39984 14.97718 0.044
H 16.62660 21.40768 15.79166 0.073
H 15.41451 20.81533 16.87728 0.055
H 16.16028 22.41605 17.16750 0.078
H 14.07389 22.96012 16.18471 0.128
H 16.16732 23.15033 13.84439 0.128
H 15.92849 24.19635 15.33291 0.124
H 15.40875 25.20996 12.17222 0.086
H 15.79380 25.90842 13.76434 0.090
H 14.21076 26.14036 13.01060 0.080
H 13.59795 21.00513 15.81461 0.044
H 13.20091 21.89165 14.60712 0.074
C 11.07805 25.95786 12.54210 -0.038
C 10.71316 25.22332 13.87538 -0.423
C 10.06352 23.87724 13.56575 -0.204
O 10.96113 22.94816 12.91183 -0.183
C 10.17162 22.09909 12.13594 -0.118
N 11.92297 25.07057 14.65546 0.053
H 11.18346 25.25798 11.71315 0.077
H 11.78516 26.78724 12.55701 0.070
H 10.13746 26.45694 12.30908 0.066
H 9.94290 25.70921 14.47429 0.130
H 9.08803 24.09548 13.13113 0.125
H 9.85188 23.47938 14.55823 0.114
H 10.65011 21.26702 11.61942 0.077
H 9.59611 22.71851 11.44804 0.095
H 9.49414 21.63907 12.85533 0.075
H 11.76321 24.55511 15.50920 0.066
H 12.46715 24.57988 13.96035 0.039
C 16.38980 19.33574 13.19322 -0.174
C 16.91808 18.40977 12.05195 -0.257
O 16.76123 17.11986 12.40227 -0.082
O 14.97112 19.60583 12.93434 -0.128
H 16.84968 20.30870 13.02010 0.090
H 16.49845 19.08224 14.24775 0.107
H 18.00681 18.41990 12.00042 0.124
H 16.38765 18.44549 11.10039 0.114
H 15.86089 16.80163 12.30369 0.025
H 14.66866 20.29772 13.52714 -0.001
C 14.89850 17.84415 18.18724 -0.223
C 15.00894 16.94485 16.92771 -0.193
O 14.65861 15.54027 17.18047 -0.069
O 13.61267 17.80461 18.77071 -0.063
H 15.18037 18.86534 17.93069 0.103
H 15.66832 17.56008 18.90472 0.122
H 16.01263 17.16869 16.56632 0.118
H 14.35284 17.26678 16.11900 0.102
H 15.44617 15.05233 16.92894 0.077
H 13.55437 16.92803 19.15775 0.104
C 6.09159 19.49600 11.53906 -0.201
C 5.53096 20.96328 11.43330 -0.186
O 5.45243 21.19563 10.00573 -0.091
O 4.89588 18.69676 11.55800 -0.084
H 6.67159 19.33610 12.44798 0.099
H 6.71173 19.22465 10.68472 0.092
H 6.26340 21.64610 11.86388 0.096
H 4.60601 21.16005 11.97537 0.120
H 6.30666 21.23614 9.56955 0.077
H 4.63603 18.43474 10.67176 0.076
C 14.08916 22.49126 10.84105 -0.195
C 15.46835 22.03226 10.29337 -0.187
O 16.18644 23.14191 9.67804 -0.082
O 13.23950 22.68629 9.69546 -0.095
H 13.98463 23.42873 11.38725 0.104
H 13.60610 21.72962 11.45314 0.101
H 15.38103 21.23567 9.55450 0.117
H 16.05792 21.74316 11.16339 0.096
H 15.72675 23.30393 8.85098 0.071
H 13.10357 21.79518 9.36523 0.015
C 8.02843 17.91943 7.44895 -0.219
C 7.03658 17.35118 8.44778 -0.267
O 6.92492 15.98114 8.30989 -0.043
O 7.45087 17.70564 6.14343 -0.066
H 9.01024 17.46215 7.57163 0.111
H 8.10307 19.00395 7.52859 0.110
H 6.09275 17.88186 8.32257 0.126
H 7.44312 17.62601 9.42107 0.105
H 6.56935 15.73163 7.45378 0.103
H 8.18406 17.64778 5.52643 0.081
C 14.32033 15.26387 13.17701 -0.144
C 12.84687 14.73883 13.16008 -0.229
O 12.85723 13.45681 12.58794 -0.054
O 14.83857 15.37232 11.79497 -0.099
H 14.93434 14.58057 13.76370 0.123
H 14.40763 16.27074 13.58530 0.108
H 12.36576 15.48902 12.53251 0.093
H 12.42223 14.70776 14.16348 0.101
H 12.01567 13.04611 12.79935 0.086
H 15.10715 14.51115 11.46657 0.103
C 9.87714 14.91024 10.64498 -0.222
C 9.31975 13.63512 10.07214 -0.196
O 10.12178 13.33502 8.90337 -0.055
O 9.55300 15.95866 9.74709 -0.088
H 10.93631 14.94649 10.89982 0.101
H 9.36767 15.23113 11.55359 0.107
H 8.26290 13.70486 9.81465 0.127
H 9.40708 12.81828 10.78856 0.119
H 10.84644 12.78872 9.21646 0.084
H 8.85955 15.55426 9.22061 0.058
C 14.10219 17.05401 9.28382 -0.194
C 13.42225 15.63719 9.09761 -0.208
O 13.97426 14.83049 8.07893 -0.057
O 13.93542 17.85239 8.15915 -0.067
H 15.10659 17.13766 9.69889 0.112
H 13.45726 17.59459 9.97660 0.113
H 12.40943 15.77601 8.71941 0.114
H 13.29581 14.98909 9.96484 0.097
H 13.87509 15.34406 7.27394 0.071
H 14.26820 17.34586 7.41465 0.101
C 11.73990 18.60148 12.76362 -0.219
C 10.37444 18.35507 12.06991 -0.252
O 10.31534 18.38862 10.70229 -0.049
O 11.86924 18.27202 14.11698 -0.073
H 11.94104 19.65654 12.57794 0.112
H 12.45833 17.93462 12.28690 0.103
H 9.57748 18.97994 12.47301 0.108
H 9.97888 17.36130 12.27978 0.103
H 10.12586 17.50827 10.36960 0.036
H 12.59860 18.82451 14.40746 0.060
C 11.18317 19.70760 17.33571 -0.174
C 10.54654 20.88907 16.44033 -0.193
O 9.97920 20.32214 15.25938 -0.068
O 12.48493 19.33706 16.83550 -0.109
H 10.55247 18.82814 17.46561 0.111
H 11.32657 20.02482 18.36862 0.108
H 11.24873 21.72252 16.42039 0.094
H 9.73243 21.33352 17.01285 0.111
H 10.56685 19.71562 14.80287 0.036
H 12.81634 18.66828 17.43924 0.017
C 12.19119 20.57803 7.48317 -0.213
C 10.78141 19.99335 7.30586 -0.243
O 10.07179 20.25326 8.49255 -0.078
O 12.60441 20.09161 8.71745 -0.099
H 12.21475 21.66589 7.54719 0.124
H 12.86290 20.22265 6.70176 0.124
H 10.70253 18.93089 7.07554 0.102
H 10.28411 20.47214 6.46233 0.119
H 10.68796 19.88896 9.13227 0.037
H 12.97078 19.23321 8.49271 0.040

=====

Record 3
54
Properties=species:S:1:pos:R:3:lowdin_charge:R:1 method="wB97M-V/def2-TZVPD" charge=+1 fmax_ev_per_a=4.56 e_lumo_ev=-3.885
Hf 1.46672 -0.22267 0.83060 1.543
Br 0.47135 3.05322 4.02296 0.884
C -0.91395 2.10927 3.26501 -0.652
C -2.09809 1.85658 3.88405 -0.141
C -3.26341 1.96631 3.10430 -0.613
Br -4.88244 2.48022 3.89465 0.815
C -3.22396 1.80174 1.66145 -0.186
C -4.28003 1.82187 0.73642 -0.022
C -4.06547 1.84426 -0.63313 -0.033
C -2.75604 1.63894 -1.07385 -0.149
N -1.74096 1.52668 -0.26669 0.079
C -1.90686 1.68832 1.08991 -0.138
C -0.73231 1.69044 1.92138 -0.374
O 0.46871 1.38880 1.49449 -0.335
H -2.18709 1.90486 4.92667 0.094
H -5.30712 1.86758 1.11420 0.100
H -4.87023 1.87837 -1.34759 0.109
H -2.53717 1.58404 -2.13477 0.108
C 1.87756 0.84278 -4.10071 0.019
C 2.56119 1.39289 -2.91454 -0.268
N 3.73739 2.02140 -2.97428 0.135
N 4.14140 2.19857 -1.69830 0.045
C 3.22730 1.78798 -0.77500 -0.633
S 3.46404 1.43259 0.88750 0.701
N 2.14862 1.33857 -1.56855 -0.071
N 0.82609 1.02850 -1.14094 0.035
H 2.45184 1.34536 -4.87033 0.099
H 0.81782 1.04785 -4.02914 0.083
H 1.97046 -0.27802 -4.16553 0.102
H 5.01822 2.66636 -1.51900 0.173
H 0.44457 1.86551 -0.61836 0.124
H 0.23506 0.61587 -1.92266 0.146
N 3.10233 -1.64748 1.87549 -0.090
N 2.65210 -2.01341 3.10661 -0.024
C 1.41930 -1.38846 3.58638 -0.572
O 1.10578 -1.19886 4.73595 0.129
O 0.86416 -0.81864 2.54004 -0.213
H 3.37936 -2.43092 1.18209 0.168
H 3.89425 -0.96061 2.03942 0.099
H 3.21634 -2.62197 3.70218 0.162
O -0.79227 -3.67315 -3.67830 0.152
C -1.60946 -3.61626 -2.65884 -0.449
O -2.77790 -4.02512 -2.81789 0.084
C -1.20436 -2.94058 -1.35512 0.001
C -1.98652 -3.07760 -0.16701 0.064
N -1.34835 -2.41795 0.82625 0.090
N -0.22749 -1.76259 0.31677 0.003
C -0.15325 -2.10521 -0.98501 -0.188
C 1.07203 -1.85194 -1.69324 -0.505
O 1.19110 -2.05802 -2.93628 0.046
O 2.08316 -1.39093 -0.96689 -0.165
H 0.02969 -3.15647 -3.50242 0.073
H -2.84959 -3.67392 -0.08112 0.137
H -1.62360 -2.35489 1.85071 0.217

=====

Record 4
14
Properties=species:S:1:pos:R:3:lowdin_charge:R:1 method="wB97M-V/def2-TZVPD" charge=0 fmax_ev_per_a=12.61 e_lumo_ev=0.290
C -1.47966 -1.20826 0.43088 -0.196
C -1.67632 0.97212 -0.32972 0.067
C 0.19200 1.34197 -0.46221 0.156
C -2.52115 -0.22268 0.12285 -0.035
C 0.62652 0.06431 -0.03821 -0.372
C 2.05880 -0.40361 0.01524 -0.071
N -0.20879 -0.98986 0.29699 0.032
H -1.78999 -2.12858 0.83920 0.079
H -2.34408 1.81683 -0.30215 0.022
H -3.59008 -0.19448 -0.14377 0.087
H 0.70820 2.15239 -0.67510 0.006
H 2.80054 0.05826 0.69441 0.078
H 2.52300 -0.29162 -0.96661 0.070
H 2.05272 -1.47476 0.28349 0.075

=====

Record 5
62
Properties=species:S:1:pos:R:3:lowdin_charge:R:1 method="wB97M-V/def2-TZVPD" charge=0 fmax_ev_per_a=1.64 e_lumo_ev=0.417
Sc -2.01742 -0.10633 0.05324 1.109
B -5.64602 0.34897 0.02324 -0.384
N -4.98732 -1.06173 -0.00556 -0.069
C -5.73362 -2.16503 -0.02336 -0.070
C -4.90322 -3.27353 -0.00276 -0.038
C -3.62392 -2.74083 0.02884 -0.118
N -3.69022 -1.39713 0.02764 -0.074
N -4.65532 1.55167 0.00824 -0.067
C -5.09532 2.80937 -0.01096 -0.067
C -4.00832 3.66847 -0.00326 -0.037
C -2.91052 2.82467 0.02334 -0.123
N -3.31622 1.54427 0.03144 -0.077
H -6.32522 0.44107 -0.95296 0.075
H -6.27032 0.42077 1.03824 0.075
H -6.80302 -2.11233 -0.04996 0.130
H -5.18522 -4.30643 -0.00806 0.099
H -2.66982 -3.24803 0.05094 0.119
H -6.14382 3.02847 -0.02606 0.131
H -4.01632 4.73857 -0.01616 0.099
H -1.85872 3.06317 0.03444 0.109
C 0.27048 -1.16913 3.53004 -0.110
C 1.45618 -1.59863 2.86554 -0.100
C 1.64578 -1.31953 1.56424 -0.024
C 0.68228 -0.47563 0.83254 -0.305
N -0.62262 -0.33693 1.45524 -0.088
C -0.72162 -0.63463 2.76474 -0.188
C 0.67568 -0.45083 -0.75096 -0.292
C 1.57078 -1.34923 -1.49496 -0.029
C 1.31158 -1.68843 -2.76796 -0.097
C 0.13698 -1.21023 -3.41746 -0.110
C -0.78382 -0.55403 -2.65996 -0.190
N -0.62562 -0.22583 -1.36176 -0.090
H 0.12338 -1.35513 4.58034 0.085
H 2.17958 -2.18283 3.41164 0.101
H 2.51018 -1.69313 1.04044 0.095
H -1.68962 -0.39743 3.20544 0.109
H 2.43008 -1.74313 -0.98646 0.097
H 1.99068 -2.33023 -3.30816 0.103
H -0.03912 -1.40763 -4.45966 0.085
H -1.72992 -0.23193 -3.09686 0.109
C 2.51828 2.55687 -0.89346 -0.036
C 2.51298 1.42947 0.15454 -0.439
C 2.57828 2.08677 1.54424 -0.030
C 1.14338 0.75357 0.05894 -0.101
C 3.69268 0.50197 -0.08996 -0.178
C 4.06628 0.17407 -1.39136 -0.058
C 5.14018 -0.65823 -1.64606 -0.079
C 5.88348 -1.18083 -0.60426 -0.093
C 5.53308 -0.86323 0.69504 -0.079
C 4.44968 -0.03703 0.94734 -0.051
H 1.77818 3.30917 -0.63196 0.080
H 2.26788 2.18087 -1.88026 0.080
H 3.49248 3.03587 -0.93596 0.094
H 1.79238 2.83637 1.61774 0.085
H 3.53838 2.57567 1.69504 0.093
H 2.41428 1.35977 2.33554 0.079
H 0.34408 1.51447 0.06394 0.133
H 3.51498 0.55757 -2.23256 0.109
H 5.39018 -0.90483 -2.66666 0.103
H 6.73558 -1.81323 -0.80116 0.099
H 6.10568 -1.26343 1.52094 0.102
H 4.19598 0.17467 1.97364 0.106

=====

The records above give, respectively, total energy values of -9795.215 -92510.476 -198892.791 -7820.158 -57734.491 eV.
The records above give, respectively, energy above the lowest of the compared OMol25 structures with the same formula, charge and spin values of 144.2 97.4 81.6 126.6 25.9 kcal/mol.
The records above give, respectively, HOMO values of -8.81 -8.72 -10.16 -9.00 -6.29 eV.